1.
Density functional theory data (wB97M-V/def2-TZVPD) for a molecular structure, C3H5IrLiO3 at a distorted geometry.

```
13
Properties=species:S:1:pos:R:3:forces:R:3:lowdin_charge:R:1
H 0.709318 0.659886 -0.056690 -0.737 0.814 -0.691 0.29
O -0.222568 0.530223 1.135687 0.911 -1.964 1.442 -0.55
C -1.185820 0.941605 0.170465 1.439 0.148 -3.068 -0.19
C -0.133197 1.353513 -0.939800 -3.313 0.755 1.376 0.23
C 1.652043 -2.960937 -0.664195 -2.294 1.323 1.606 -0.03
O 0.861889 -2.346630 -0.066544 0.920 -0.522 -0.735 0.37
O 2.425076 -3.573142 -1.252753 2.567 -2.025 -1.968 0.70
Ir 0.081730 1.524433 2.725520 0.216 1.396 1.995 1.66
Li -0.382356 -1.705753 1.282809 -0.897 -0.231 0.868 0.87
H -1.731900 1.848733 0.458061 -0.537 -0.126 -0.215 0.18
H -1.742364 0.080328 -0.220405 -0.642 0.380 0.642 0.16
H 0.312322 2.313320 -0.666429 1.358 0.257 -0.587 0.15
H -0.644172 1.334422 -1.905727 1.009 -0.206 -0.666 0.16
```
Positions in Å, forces in eV/Å.

Output
LUMO (spin up / spin down) = -18.3004 / -24.7391 eV
Kohn-Sham gap (spin up / spin down) = 10.3 / 3.7 eV
largest force on an atom = 0.07421 Eh/bohr
charge = +4
energy = -12312.3607 eV
HOMO (spin up / spin down) = -28.569 / -28.464 eV
spin multiplicity = 6

2.
Density functional theory data (wB97M-V/def2-TZVPD) for a single C17H26N2O3S molecule.

```
49
Properties=species:S:1:pos:R:3:forces:R:3:lowdin_charge:R:1
C 0.254854 5.503417 1.261631 0.060 0.030 -0.018 -0.05
C 0.417162 4.293879 0.394521 -0.015 -0.065 -0.038 -0.27
C -0.143723 4.251333 -0.878059 0.042 -0.092 0.045 -0.03
C 0.020879 3.139241 -1.685484 -0.073 0.087 -0.146 -0.06
C 0.756983 2.067821 -1.219452 0.055 -0.590 -0.432 -0.27
C 1.327251 2.089094 0.038781 0.137 -0.061 0.138 -0.06
C 1.157256 3.202802 0.841489 -0.060 -0.020 -0.108 -0.03
H 1.601480 3.227990 1.825673 0.048 -0.007 0.102 0.12
H 1.910832 1.242093 0.363127 0.090 -0.075 0.112 0.11
S 0.875646 0.586190 -2.215357 -0.049 -0.179 -0.004 0.67
O 0.701031 0.924665 -3.595818 -0.268 0.231 0.126 -0.28
O 2.039394 -0.153523 -1.820647 -0.096 0.146 0.308 -0.28
N -0.445135 -0.323612 -1.757534 0.828 0.340 -0.416 -0.23
C -0.401019 -0.815237 -0.404852 0.257 -0.361 0.445 -0.17
H 0.628941 -1.126076 -0.220972 -0.120 -0.042 0.198 0.11
C -1.376795 -1.989161 -0.248996 -0.234 0.391 0.203 -0.21
C -1.318119 -2.447104 1.207142 0.071 -0.096 -0.632 -0.48
O -2.111236 -2.085130 2.049542 -0.266 0.216 0.244 0.08
N -0.282007 -3.272632 1.467672 0.363 -0.272 0.056 0.07
H 0.374788 -3.484494 0.732910 -0.145 0.055 -0.062 0.15
C 0.071316 -3.692568 2.803930 0.232 -0.033 0.144 -0.17
H 0.135129 -4.785663 2.831441 -0.048 0.065 0.070 0.12
H -0.743842 -3.368335 3.454546 0.070 -0.099 0.006 0.13
C 1.398498 -3.083497 3.276608 -0.239 0.048 0.144 -0.42
C 1.762545 -3.650144 4.646081 0.026 0.020 -0.326 -0.08
H 1.850258 -4.733417 4.605402 0.018 -0.135 0.067 0.07
H 2.711318 -3.241962 4.985340 0.086 0.017 0.091 0.08
H 0.997393 -3.393887 5.375058 -0.094 0.029 0.135 0.08
C 1.303456 -1.561342 3.330711 0.085 -0.240 -0.109 -0.06
H 2.245702 -1.134150 3.665970 0.084 0.094 0.024 0.08
H 1.070197 -1.152631 2.350031 -0.027 0.122 -0.075 0.06
H 0.518622 -1.258635 4.019982 -0.106 0.073 0.096 0.09
H 2.180954 -3.362747 2.560404 -0.010 -0.020 0.000 0.13
C -2.780425 -1.525590 -0.636892 0.094 -0.183 -0.121 -0.15
C -2.767014 -0.945174 -2.048420 0.139 0.136 0.206 -0.16
C -1.740789 0.181628 -2.144947 -0.511 0.174 -0.465 -0.21
H -1.644012 0.543276 -3.169025 -0.188 0.043 0.062 0.12
H -2.044003 1.017692 -1.493069 -0.002 -0.026 -0.041 0.13
H -3.753642 -0.561061 -2.309698 0.006 -0.002 -0.049 0.12
H -2.498875 -1.725740 -2.761831 -0.032 0.000 -0.108 0.12
H -3.474016 -2.365652 -0.577763 -0.046 0.040 0.068 0.12
H -3.109786 -0.772552 0.081555 -0.030 -0.031 0.039 0.12
H -1.059551 -2.798387 -0.912831 0.058 -0.003 0.028 0.15
H -0.674483 -0.025332 0.315138 0.009 -0.069 -0.004 0.14
H -0.396532 3.092670 -2.678851 -0.081 0.074 -0.118 0.11
H -0.714119 5.095071 -1.237809 -0.060 0.080 -0.036 0.11
H -0.628009 6.070845 0.979024 -0.052 0.065 0.030 0.08
H 0.176802 5.221666 2.308992 -0.026 0.035 0.078 0.08
H 1.123702 6.152998 1.153698 0.021 0.090 0.041 0.09
```
Positions in Å, forces in eV/Å.

Output
LUMO = 0.6846 eV
Kohn-Sham gap = 10.1 eV
largest force on an atom = 0.01919 Eh/bohr
energy = -38009.8932 eV
HOMO = -9.446 eV
SMILES string = Cc1ccc(S(=O)(=O)N2CCC[C@H](C(=O)NCC(C)C)C2)cc1

3.
Density functional theory data (wB97M-V/def2-TZVPD) for a molecular structure, C30H44AsO7P2PbSb at a distorted geometry.

```
86
Properties=species:S:1:pos:R:3:forces:R:3:lowdin_charge:R:1
Pb -2.309022 1.787661 -0.082463 -0.103 0.044 -0.055 1.29
O -2.155350 -2.836353 0.323217 0.045 0.011 -0.086 -0.08
P -1.847450 -1.471168 -0.411097 0.183 -0.037 0.203 0.23
O -2.094717 -1.455945 -1.850500 -0.107 -0.016 -0.084 -0.25
O -2.420484 -0.363915 0.472266 0.035 -0.154 -0.060 -0.52
O -0.189836 -1.376352 -0.145499 -0.358 -0.090 0.187 -0.23
P 0.632063 -0.059752 0.058804 0.734 -0.212 -0.667 0.26
O 1.963226 -0.220579 -0.756527 -0.335 -0.306 0.945 -0.07
O -0.125889 1.154578 -0.354495 -0.161 0.400 0.385 -0.46
O 1.094581 -0.001155 1.525913 -0.080 0.127 0.082 -0.38
H -2.368190 -3.549944 -0.296700 0.013 0.075 0.058 0.11
H 1.863831 -0.110637 -1.724175 0.024 0.028 -0.176 0.04
C -0.451364 -2.887465 3.466482 0.036 0.035 -0.004 -0.08
C 0.004298 -1.563591 4.079881 -0.166 -0.068 0.139 -0.65
C -1.060580 -0.484457 3.882976 -0.013 0.005 -0.021 -0.08
C 0.348749 -1.741581 5.562502 0.110 0.095 0.058 -0.09
Sb 1.809384 -0.902138 3.117509 0.151 -0.131 0.073 1.88
C 3.129764 -2.455363 2.405918 0.099 -0.162 -0.066 -0.65
C 4.424225 -1.829028 1.885464 -0.066 -0.009 0.028 -0.09
C 3.408496 -3.346124 3.621501 -0.042 0.007 0.032 -0.09
C 2.425382 -3.236110 1.296000 0.008 -0.022 0.073 -0.08
C 2.753620 0.824537 3.986659 0.047 0.090 -0.019 -0.65
C 1.650539 1.809308 4.369791 -0.009 -0.035 0.107 -0.09
C 3.537591 0.363041 5.214241 0.021 -0.032 0.083 -0.08
C 3.677773 1.437311 2.930643 -0.030 -0.001 0.061 -0.08
H -1.388196 -3.172778 3.953101 0.009 0.000 -0.007 0.11
H 0.262019 -3.695076 3.640542 -0.018 0.030 -0.005 0.08
H -0.653423 -2.811021 2.397192 -0.003 0.011 0.006 0.06
H -1.968262 -0.818485 4.394745 0.029 0.016 -0.002 0.11
H -1.314872 -0.352304 2.829603 -0.011 -0.003 0.030 0.06
H -0.774341 0.479619 4.310707 -0.041 -0.124 -0.051 0.07
H -0.525764 -2.163350 6.065765 0.031 0.023 -0.001 0.11
H 0.579071 -0.786657 6.050276 -0.020 -0.171 -0.066 0.08
H 1.182613 -2.435208 5.726172 -0.121 0.081 -0.012 0.09
H 5.008121 -1.362300 2.680899 -0.035 -0.011 -0.027 0.08
H 4.245077 -1.100611 1.092758 0.004 -0.014 -0.007 0.08
H 5.035272 -2.632675 1.463802 -0.017 0.022 0.017 0.11
H 3.864809 -2.796884 4.449947 -0.007 -0.032 -0.026 0.08
H 4.121175 -4.118114 3.315646 -0.038 0.026 0.024 0.11
H 2.512227 -3.855709 3.985772 0.066 0.039 -0.031 0.08
H 2.268537 -2.624081 0.410452 -0.024 0.025 -0.078 0.07
H 1.470620 -3.664452 1.608246 0.086 0.040 -0.015 0.08
H 3.082130 -4.064636 1.010189 -0.043 0.042 0.011 0.11
H 1.008812 1.422153 5.166842 0.077 0.059 -0.090 0.07
H 1.034216 2.090475 3.514123 0.000 0.015 0.005 0.09
H 2.126967 2.717679 4.748768 -0.017 -0.009 -0.008 0.11
H 2.892923 -0.047826 5.999519 0.094 0.066 -0.117 0.08
H 4.052478 1.234726 5.630898 -0.030 -0.071 0.019 0.11
H 4.304479 -0.375630 4.965507 -0.020 0.047 0.015 0.08
H 3.155624 1.655741 1.998118 0.000 0.012 0.001 0.08
H 4.543475 0.811600 2.715744 -0.054 0.019 0.011 0.07
H 4.048874 2.385779 3.329231 0.006 -0.022 -0.012 0.11
C -2.615904 5.840268 -4.454652 0.004 0.032 -0.019 -0.06
C -3.456070 5.356968 -3.459805 -0.017 0.005 0.006 -0.06
C -3.309626 4.053552 -3.007654 0.095 0.055 -0.023 -0.13
C -2.321755 3.233773 -3.549477 0.072 -0.064 -0.126 -0.39
C -1.485493 3.716536 -4.551642 -0.032 0.061 0.043 -0.10
C -1.634035 5.022668 -4.999368 -0.013 0.005 -0.002 -0.06
As -2.232476 1.416168 -2.907796 -0.130 -0.052 0.154 1.25
C -3.607679 0.477712 -3.860810 0.041 0.059 -0.094 -0.38
C -3.584542 0.477638 -5.251886 0.013 0.012 -0.001 -0.10
C -4.607553 -0.140429 -5.953685 -0.041 -0.029 -0.034 -0.06
C -5.655625 -0.740125 -5.265895 -0.010 0.004 -0.019 -0.05
C -5.680521 -0.728362 -3.877852 -0.031 -0.018 -0.026 -0.06
C -4.653559 -0.121532 -3.171321 0.058 -0.018 0.027 -0.11
C -0.502711 0.738743 -3.418834 0.037 0.073 -0.033 -0.37
C 0.633129 1.468321 -3.074060 -0.148 0.107 -0.226 -0.14
C 1.895632 0.945490 -3.321277 0.093 0.203 -0.425 -0.11
C 2.022734 -0.308732 -3.914474 0.008 -0.027 -0.147 -0.07
C 0.886897 -1.033344 -4.258568 0.010 -0.008 0.001 -0.04
C -0.376172 -0.514653 -4.006888 0.003 -0.080 -0.041 -0.08
H -2.730968 6.857399 -4.810972 0.013 -0.074 0.031 0.12
H -4.226402 5.992201 -3.039345 0.041 -0.036 -0.034 0.12
H -3.985173 3.678468 -2.246175 -0.048 -0.026 0.030 0.09
H -0.724274 3.082496 -4.986959 0.026 -0.021 -0.013 0.10
H -0.985465 5.399922 -5.780487 -0.033 -0.016 0.032 0.12
H -2.777397 0.959780 -5.789866 0.019 0.021 -0.023 0.11
H -4.590532 -0.147408 -7.037083 -0.005 0.001 0.071 0.12
H -6.459363 -1.215623 -5.815136 0.049 0.024 0.028 0.12
H -6.499307 -1.195445 -3.345919 0.020 0.014 -0.011 0.11
H -4.662257 -0.136817 -2.088454 -0.001 -0.006 0.017 0.09
H 0.541468 2.444573 -2.612764 0.011 -0.017 -0.025 0.12
H 2.777521 1.525428 -3.072282 -0.043 -0.030 -0.030 0.13
H 3.006905 -0.710637 -4.126606 -0.049 0.019 0.033 0.12
H 0.983294 -2.004137 -4.727458 0.006 0.024 0.015 0.12
H -1.258038 -1.095645 -4.247400 0.047 0.045 0.000 0.11
```
Positions in Å, forces in eV/Å.

Output
LUMO = -5.2748 eV
Kohn-Sham gap = 8.2 eV
largest force on an atom = 0.02038 Eh/bohr
charge = +2
energy = -137352.6785 eV
HOMO = -13.481 eV